1.
{"formula": "C6H12N2O", "method": "the ωB97M-V functional and the def2-TZVPD basis", "homo_lumo_gap_ev": 9.7, "charge": 0, "elements": ["C", "C", "C", "C", "C", "C", "H", "H", "H", "H", "H", "H", "H", "H", "H", "H", "H", "H", "N", "N", "O"], "positions_angstrom": [[0.115, 1.346, 0.635], [-0.692, 0.765, 1.750], [-0.508, -0.589, 1.131], [-0.337, 0.116, -0.257], [0.245, -0.521, -1.514], [0.364, -1.920, -1.710], [-0.031, 3.477, 0.311], [-0.657, 2.481, -1.027], [1.244, 1.261, 0.785], [-0.125, 0.793, 2.751], [-1.697, 1.159, 1.763], [-1.381, -1.323, 1.129], [0.877, -1.887, 0.608], [-1.474, 0.371, -0.494], [0.071, 0.231, -2.260], [0.407, -2.598, -2.587], [0.075, -2.486, -0.770], [1.766, -0.964, -0.439], [-0.511, 2.459, 0.110], [1.542, -1.122, -1.464], [0.707, -1.047, 1.551]]}



2.
{"formula": "C6H12N2O", "method": "the ωB97M-V functional and the def2-TZVPD basis", "homo_lumo_gap_ev": 7.3, "charge": 0, "elements": ["C", "C", "C", "C", "C", "C", "N", "N", "O", "H", "H", "H", "H", "H", "H", "H", "H", "H", "H", "H", "H"], "positions_angstrom": [[-0.079, 0.118, -1.307], [-1.175, -0.289, 1.177], [-1.129, -0.820, -1.911], [1.341, 0.894, 0.828], [0.293, -0.407, 0.127], [-0.559, 0.291, 2.276], [1.063, 0.161, -2.201], [-0.132, 0.640, 3.338], [0.841, -1.514, 0.226], [-0.485, 1.130, -1.219], [1.552, -0.727, -2.157], [1.717, 0.892, -1.947], [-0.532, 0.420, 4.245], [-1.927, 0.370, 0.743], [-1.541, -1.305, 1.308], [-2.034, -0.875, -1.310], [-1.397, -0.469, -2.905], [-0.720, -1.826, -1.989], [1.793, 0.599, 1.773], [2.131, 0.795, 0.079], [0.979, 1.924, 0.826]]}



Which of them is most stable, and which least? Most stable: 2; least stable: 1.



1.
{"formula": "C6H12N2O", "method": "the ωB97M-V functional and the def2-TZVPD basis", "homo_lumo_gap_ev": 10.1, "smiles": "C=C1CCCO[C@@H]1NN", "charge": 0, "elements": ["C", "C", "C", "C", "C", "C", "N", "N", "O", "H", "H", "H", "H", "H", "H", "H", "H", "H", "H", "H", "H"], "positions_angstrom": [[0.325, 0.338, -1.178], [0.858, 0.101, -2.363], [-0.191, 1.650, -0.707], [-1.479, 1.506, 0.207], [-1.031, 0.481, 1.255], [0.193, -1.019, -0.032], [1.196, -2.293, 1.685], [1.315, -1.089, 0.796], [-1.020, -0.828, 0.627], [1.200, -0.729, -2.825], [0.653, 0.934, -2.954], [0.544, 2.107, -0.013], [-0.401, 2.223, -1.581], [-1.504, 2.643, 0.567], [-2.408, 1.284, -0.306], [-0.169, 0.759, 1.822], [-1.765, 0.412, 2.034], [-0.074, -1.965, -0.731], [0.601, -2.118, 2.403], [0.940, -3.093, 1.059], [2.215, -1.305, 0.235]]}



2.
{"formula": "C6H12N2O", "method": "the ωB97M-V functional and the def2-TZVPD basis", "homo_lumo_gap_ev": 10.6, "smiles": "CC(C)(C)C#N.NC=O", "charge": 0, "elements": ["C", "C", "C", "C", "C", "N", "H", "H", "H", "H", "H", "H", "H", "H", "H", "N", "C", "O", "H", "H", "H"], "positions_angstrom": [[1.069, -0.076, 0.075], [1.121, -0.981, 1.313], [2.384, 0.683, -0.107], [0.752, -0.919, -1.167], [-0.067, 0.924, 0.391], [-0.497, 1.978, 0.589], [1.546, -1.652, -1.316], [0.179, -1.513, 1.432], [1.907, -1.727, 1.195], [1.300, -0.391, 2.210], [3.204, -0.023, -0.236], [2.592, 1.303, 0.764], [2.337, 1.338, -0.978], [-0.157, -1.506, -1.045], [0.684, -0.298, -2.060], [-3.190, 1.146, -0.248], [-2.929, -0.157, -0.163], [-1.935, -0.653, 0.379], [-2.425, 1.797, -0.083], [-4.061, 1.513, -0.587], [-3.814, -0.786, -0.358]]}



3.
{"formula": "C6H12N2O", "method": "the ωB97M-V functional and the def2-TZVPD basis", "homo_lumo_gap_ev": 9.3, "smiles": "C/N=C(C)/N=C(/C)CO", "charge": 0, "elements": ["C", "C", "C", "C", "C", "C", "O", "N", "N", "H", "H", "H", "H", "H", "H", "H", "H", "H", "H", "H", "H"], "positions_angstrom": [[-0.301, 1.685, -0.697], [2.537, -0.215, 0.399], [0.677, -2.374, -0.115], [-2.959, 0.714, 0.033], [0.292, -0.981, 0.304], [-1.542, 0.366, -0.259], [-0.026, 2.427, 0.434], [-1.025, -0.686, 0.210], [1.115, -0.007, 0.531], [0.481, 1.846, 1.031], [-0.973, 2.252, -1.333], [0.552, 1.441, -1.335], [2.900, -0.896, 1.176], [2.835, -0.643, -0.566], [3.034, 0.749, 0.531], [1.252, -2.859, 0.674], [-0.217, -2.954, -0.336], [1.291, -2.351, -1.014], [-3.459, -0.072, 0.600], [-2.969, 1.631, 0.626], [-3.494, 0.926, -0.894]]}



Which of them is most stable, and which least? Most stable: 2; least stable: 1.



1.
{"formula": "C6H12N2O", "method": "the ωB97M-V functional and the def2-TZVPD basis", "homo_lumo_gap_ev": 7.7, "smiles": "[H]/N=C(C)\\C=N\\[H].C=COC", "charge": 0, "elements": ["C", "C", "O", "N", "H", "H", "H", "H", "H", "C", "C", "C", "C", "N", "H", "H", "H", "H", "H", "H", "H"], "positions_angstrom": [[-0.107, -2.339, -1.046], [1.009, 0.216, -0.967], [-0.118, -1.178, -0.188], [0.411, 0.724, -1.956], [1.017, 1.040, -2.708], [2.064, -0.069, -0.940], [0.382, -3.119, -1.630], [-0.557, -1.935, -1.959], [-0.006, -3.027, -0.193], [0.124, 2.404, 0.665], [0.815, 1.076, 0.674], [-1.084, -0.329, 0.462], [-1.852, -0.819, 1.452], [1.723, 0.850, 1.532], [2.228, -0.026, 1.371], [-1.492, 0.353, -0.278], [-0.452, 2.510, 1.586], [0.819, 3.242, 0.629], [-0.549, 2.463, -0.192], [-1.540, -1.640, 2.080], [-2.832, -0.397, 1.608]]}



2.
{"formula": "C6H12N2O", "method": "the ωB97M-V functional and the def2-TZVPD basis", "homo_lumo_gap_ev": 9.7, "smiles": "[H]/N=C(/N)C(=C)CCCO", "charge": 0, "elements": ["C", "C", "C", "C", "C", "N", "C", "O", "N", "H", "H", "H", "H", "H", "H", "H", "H", "H", "H", "H", "H"], "positions_angstrom": [[1.397, 1.056, 0.677], [-0.100, -1.035, 0.876], [1.336, -0.512, 1.010], [-0.672, -0.331, -1.558], [-0.904, -0.191, -0.087], [0.293, -1.214, -1.950], [-1.915, 0.550, 0.386], [0.759, 1.839, 1.647], [-1.329, 0.250, -2.481], [-0.201, 1.735, 1.543], [0.491, -1.214, -2.938], [1.045, -1.457, -1.339], [-2.091, 0.839, -2.160], [1.088, 1.325, -0.341], [2.454, 1.330, 0.731], [-0.091, -2.090, 0.560], [-0.586, -0.984, 1.853], [1.686, -0.636, 2.036], [2.033, -1.009, 0.337], [-2.518, 1.195, -0.235], [-2.175, 0.553, 1.433]]}



Which of them is most stable, and which least? Most stable: 2; least stable: 1.



1.
{"formula": "C5H11O2", "method": "the ωB97M-V functional and the def2-TZVPD basis", "homo_lumo_gap_ev": 7.5, "charge": -1, "elements": ["C", "C", "C", "H", "H", "H", "H", "H", "H", "H", "H", "C", "C", "O", "O", "H", "H", "H"], "positions_angstrom": [[-0.560, 2.650, -0.634], [0.901, 2.680, -0.105], [-1.267, 1.356, -0.696], [-0.999, 3.523, -0.155], [-0.367, 2.933, -1.720], [1.635, 3.125, -0.712], [1.113, 1.596, 0.070], [-0.585, 0.563, -0.285], [-2.024, 1.329, 0.134], [1.063, 3.136, 0.890], [-1.677, 0.872, -1.588], [0.024, -1.255, 1.589], [0.231, -1.990, 0.144], [-0.619, -2.810, -0.238], [1.363, -1.501, -0.326], [-1.021, -1.142, 1.902], [0.471, -0.263, 1.774], [0.476, -1.833, 2.412]]}



2.
{"formula": "C5H11O2", "method": "the ωB97M-V functional and the def2-TZVPD basis", "homo_lumo_gap_ev": 7.3, "charge": -1, "elements": ["C", "C", "C", "O", "O", "H", "H", "H", "H", "H", "C", "C", "H", "H", "H", "H", "H", "H"], "positions_angstrom": [[-0.347, 0.238, 1.150], [-0.303, 1.333, 2.157], [0.856, -0.767, 1.186], [2.011, -0.380, 1.437], [0.550, -1.915, 0.740], [-1.243, -0.408, 1.080], [-0.264, 0.511, 0.100], [0.734, 1.528, 2.491], [-0.878, 1.102, 3.051], [-0.723, 2.316, 1.875], [-0.690, -0.091, -2.586], [-1.431, 1.037, -3.268], [0.252, 0.252, -2.120], [-1.246, -0.516, -1.745], [-0.539, -0.936, -3.269], [-1.701, 1.819, -2.511], [-0.831, 1.485, -4.053], [-2.408, 0.661, -3.611]]}



3.
{"formula": "C5H11O2", "method": "the ωB97M-V functional and the def2-TZVPD basis", "homo_lumo_gap_ev": 7.4, "charge": -1, "elements": ["C", "C", "H", "H", "H", "H", "H", "H", "C", "C", "C", "O", "O", "H", "H", "H", "H", "H"], "positions_angstrom": [[-0.236, -1.996, 2.111], [1.169, -1.378, 1.985], [-0.833, -1.836, 1.210], [-0.173, -3.091, 2.219], [-0.727, -1.588, 2.979], [1.595, -1.610, 2.952], [1.973, -1.891, 1.420], [1.293, -0.363, 1.592], [-1.111, 0.441, -1.242], [-1.807, 0.698, 0.076], [0.364, 0.807, -1.270], [1.059, 0.977, -0.209], [0.869, 1.040, -2.392], [-1.248, -0.653, -1.444], [-1.546, 1.057, -2.100], [-1.850, 1.690, 0.577], [-1.374, -0.052, 0.727], [-2.871, 0.670, -0.135]]}



Which of them is most stable, and which least? Most stable: 2; least stable: 1.



1.
{"formula": "C5H11O2", "method": "the ωB97M-V functional and the def2-TZVPD basis", "homo_lumo_gap_ev": 7.6, "charge": -1, "elements": ["C", "C", "O", "O", "H", "H", "H", "C", "C", "C", "H", "H", "H", "H", "H", "H", "H", "H"], "positions_angstrom": [[2.121, -2.876, 0.849], [0.636, -2.583, 0.391], [0.142, -1.519, 0.842], [0.068, -3.385, -0.399], [2.362, -2.061, 1.519], [2.679, -2.967, -0.077], [2.015, -3.806, 1.396], [-0.366, 1.437, -0.455], [-1.640, 0.879, 0.167], [-0.531, 2.898, -0.931], [0.470, 1.218, 0.209], [-0.169, 0.860, -1.357], [-2.436, 1.603, 0.412], [-1.526, 0.357, 1.114], [-0.475, 3.596, -0.095], [0.318, 3.120, -1.585], [-2.204, 0.253, -0.521], [-1.465, 2.976, -1.480]]}



2.
{"formula": "C5H11O2", "method": "the ωB97M-V functional and the def2-TZVPD basis", "homo_lumo_gap_ev": 8.1, "charge": -1, "elements": ["C", "C", "H", "H", "H", "H", "H", "H", "C", "C", "C", "O", "O", "H", "H", "H", "H", "H"], "positions_angstrom": [[0.317, 0.236, 2.284], [-0.870, -0.743, 2.289], [0.683, 0.554, 3.256], [1.086, -0.211, 1.658], [-0.013, 1.125, 1.737], [-0.497, -1.759, 2.439], [-1.353, -0.735, 1.303], [-1.592, -0.453, 3.055], [0.460, 0.703, -1.804], [0.926, -0.695, -2.217], [-0.980, 0.850, -1.269], [-1.589, 1.889, -1.598], [-1.407, -0.097, -0.559], [1.078, 1.060, -0.971], [0.604, 1.396, -2.633], [1.944, -0.875, -1.863], [0.938, -0.788, -3.301], [0.264, -1.458, -1.806]]}



3.
{"formula": "C5H11O2", "method": "the ωB97M-V functional and the def2-TZVPD basis", "homo_lumo_gap_ev": 7.4, "charge": -1, "elements": ["C", "C", "C", "H", "H", "H", "H", "H", "H", "H", "H", "C", "C", "O", "O", "H", "H", "H"], "positions_angstrom": [[-0.132, -1.085, 0.418], [1.162, -1.871, 0.671], [-1.438, -1.841, 0.626], [-0.142, -0.801, -0.632], [-0.046, -0.098, 0.879], [1.656, -1.570, 1.595], [0.908, -2.925, 0.817], [-1.397, -2.634, 1.377], [-1.992, -2.056, -0.287], [1.878, -1.770, -0.147], [-2.172, -1.136, 1.043], [0.834, 2.355, -1.168], [-0.504, 2.810, -0.510], [-1.389, 3.174, -1.318], [-0.539, 2.757, 0.738], [1.053, 1.346, -0.812], [1.664, 3.055, -1.055], [0.595, 2.289, -2.235]]}



4.
{"formula": "C5H11O2", "method": "the ωB97M-V functional and the def2-TZVPD basis", "homo_lumo_gap_ev": 7.8, "charge": -1, "elements": ["C", "C", "H", "H", "H", "H", "H", "H", "C", "C", "C", "O", "O", "H", "H", "H", "H", "H"], "positions_angstrom": [[-2.089, -0.039, 1.869], [-0.640, -0.392, 2.064], [-2.681, 0.284, 2.666], [-2.192, 0.583, 1.014], [-2.651, -0.953, 1.533], [-0.324, -1.163, 1.439], [-0.529, -0.795, 3.139], [0.059, 0.537, 2.056], [1.684, 0.189, -1.721], [0.453, -0.424, -2.454], [1.317, 0.783, -0.158], [1.771, 0.141, 0.759], [0.821, 1.919, -0.217], [2.583, -0.371, -1.880], [1.907, 1.161, -2.101], [-0.395, 0.304, -2.051], [0.522, -1.593, -2.405], [0.385, -0.169, -3.552]]}



Which of them is most stable, and which least? Most stable: 2; least stable: 4.